[1]
{"formula": "C2H6N", "method": "ωB97M-V/def2-TZVPD", "symbols": ["N", "C", "C", "H", "H", "H", "H", "H", "H"], "positions_angstrom": [[-0.6333, -0.5651, 0.1841], [0.0225, -0.6074, -1.0453], [-0.1043, 0.5453, 1.0373], [-0.0942, -1.6632, -1.3392], [0.9920, 0.6109, 1.0668], [1.0396, -0.4242, -0.8773], [-0.3829, 0.0902, -1.8383], [-0.3744, 1.5042, 0.6703], [-0.4650, 0.5091, 2.1416]], "atomic_forces_ev_per_a": [[-0.3552, 1.2898, 3.0636], [-1.9283, -0.8029, 0.2297], [-1.1974, -2.3429, 0.3159], [0.1642, 0.2443, -0.9455], [0.6906, -0.3130, 0.1048], [2.5044, 0.5093, -0.4196], [0.3506, -0.1261, -0.2131], [-0.6301, 1.7261, -0.4803], [0.4011, -0.1847, -1.6555]], "mol_weight_g_mol": 44.08, "lumo_ev": 5.28, "gap_ev": 5.827, "total_charge": -1, "e_homo_ev": -0.551}

[2]
{"formula": "C4H36N2O14", "method": "ωB97M-V/def2-TZVPD", "symbols": ["O", "O", "O", "O", "O", "O", "O", "O", "O", "O", "O", "O", "O", "O", "N", "N", "C", "C", "C", "C", "H", "H", "H", "H", "H", "H", "H", "H", "H", "H", "H", "H", "H", "H", "H", "H", "H", "H", "H", "H", "H", "H", "H", "H", "H", "H", "H", "H", "H", "H", "H", "H", "H", "H", "H", "H"], "positions_angstrom": [[1.0589, -2.9956, -2.7402], [-1.7947, -3.3195, 1.3103], [-1.5240, -0.1742, -3.1950], [-0.7384, 4.2982, -1.0810], [-3.4160, -1.2000, 1.6929], [0.8054, -3.9209, 0.9314], [0.1263, 2.5884, -3.7283], [-4.0033, 0.4852, -0.8040], [1.7361, 0.0823, -3.7816], [-2.5680, 2.6703, 0.1774], [-0.4836, -0.8457, -0.8443], [1.0426, -2.0752, 3.2750], [2.9970, -2.2112, 0.9762], [-1.7122, 0.6363, 2.4135], [3.2981, 0.3031, -0.6867], [1.5068, 1.7245, 1.9712], [3.2583, 1.4694, 0.2523], [1.7400, 1.6728, 0.5360], [0.1850, 2.1548, 2.4431], [-0.6096, 0.9285, 2.8219], [0.4740, -0.9260, -0.8895], [-1.4318, -0.8233, -3.8964], [-0.0497, 0.1199, 3.3387], [1.3091, 0.8764, -0.0813], [-1.7720, -2.6795, 0.5935], [-4.2923, -0.4183, -0.6584], [-2.9076, -0.5025, 1.2776], [3.7226, 1.2004, 1.2023], [1.8448, -3.0289, -2.1833], [-3.1744, 2.0809, -0.2915], [0.3790, 2.7559, 3.3297], [-3.0493, 0.5046, -0.9317], [-3.9417, -0.7606, 2.3570], [-0.3072, 3.8001, -0.4137], [0.8445, -4.8664, 1.0913], [1.3459, 2.5773, 0.0559], [0.4011, -3.4733, -2.2359], [-1.6741, 4.4361, -0.9400], [-0.4258, 2.7163, 1.7364], [2.4594, -3.0187, 0.9757], [-2.0394, 2.1783, 0.8091], [1.7240, 0.8022, 2.3381], [-2.0383, -2.9123, 2.1349], [0.1874, 3.3699, -3.1728], [2.5144, -1.5833, 1.5204], [-0.1741, -3.7822, 1.0078], [3.8129, 2.2524, -0.2592], [0.8328, 1.9470, -3.5846], [2.3485, 0.2792, -3.0589], [4.0909, 0.3241, -1.3087], [3.2957, -0.5717, -0.1786], [-0.7206, -0.3449, -1.6586], [1.6527, -2.4203, 3.9148], [0.9386, -2.6569, 2.5120], [1.4388, -0.8138, -3.5771], [-0.9586, 0.4800, -3.6528]], "atomic_forces_ev_per_a": [[0.4148, 0.2327, -0.1647], [0.9276, -1.4426, -0.7647], [0.7303, 0.6916, -1.2767], [0.6653, 1.4446, -1.9909], [-0.4491, -0.8197, -0.3915], [-0.5395, -0.3433, 0.0303], [-0.4931, -0.3697, -0.5946], [-0.1639, 0.5072, -0.0903], [0.0922, 0.0369, 0.2041], [-0.0222, 0.6719, -0.2493], [-0.1100, 0.2810, 0.1669], [-0.7093, 1.1512, -0.3193], [0.4000, -0.0164, -0.2275], [0.3962, 1.0654, 0.2274], [0.0814, 0.4775, -0.1796], [-0.2325, -0.1372, -0.6347], [-0.7238, -1.5448, -0.8249], [0.6536, 0.8399, -0.8579], [0.0995, -0.5157, 0.5533], [0.0482, -1.1547, -0.6537], [0.0789, -0.0743, 0.0295], [-0.4982, -0.9913, 0.2338], [0.0475, 0.3948, 0.3486], [-0.5780, -0.1611, 0.7757], [-0.3985, 0.5770, 0.3140], [0.2745, -0.1396, 0.0847], [0.0963, 0.2662, 0.1877], [0.2989, 0.3154, 0.0098], [0.0164, -0.0275, -0.0105], [-0.0016, 0.1224, 0.6582], [-0.3981, 0.2372, 0.1500], [0.0296, -0.8003, -0.3681], [-0.1254, 0.3057, 0.2159], [-0.3364, -0.6370, 1.0297], [0.3993, -0.2834, 0.0387], [0.2713, 0.1430, 0.3036], [-0.3162, -0.0313, 0.1854], [-0.0104, -0.6646, 0.6800], [0.4945, 0.2160, -0.1441], [-0.1279, 0.3265, -0.0621], [-0.4747, -0.5771, 0.0360], [-0.0432, 0.1254, 0.3127], [-0.3679, 0.8404, 0.0672], [0.2013, -0.2337, 0.3963], [-0.1616, -0.1773, 0.2886], [0.0766, 0.4310, 0.1130], [-0.3047, 0.4486, 0.4337], [0.1551, 0.3625, 0.2165], [-0.0343, -0.0203, 0.1227], [0.3454, -0.0392, 0.2116], [0.1475, -0.1721, -0.1672], [-0.0233, -0.6588, 0.2467], [0.4111, -0.6131, 0.0713], [0.2291, -0.5507, 0.2678], [-0.1103, -0.1129, -0.0302], [-0.3283, 0.7978, 0.7912]], "mol_weight_g_mol": 336.33, "lumo_ev": 0.02, "gap_ev": 9.338, "total_charge": 0, "e_homo_ev": -9.316}